[1]
Below is a structure of composition C15H48AsF6O9, with properties calculated with wB97M-V/def2-TZVPD.

Properties
- Total charge: 0
- Frontier orbital gap (alpha / beta): 8.65 / 2.49 eV
- E_tot: -4112.2495 a.u.
- 2S+1: 2
- ⟨S²⟩: 0.754
- Highest occupied orbital energy (alpha / beta): -9.50 / -9.50 eV

Each line ends with the Mulliken charge.
Cartesian coordinates (Å):
As (-0.026, 0.437, 0.515)  1.940
F (-0.801, -0.466, 1.911)  -0.465
F (-0.943, -0.600, -0.633)  -0.520
F (0.704, 1.323, -0.867)  -0.422
F (0.826, 1.538, 1.739)  -0.588
F (1.360, -0.675, 0.550)  -0.413
F (-1.439, 1.525, 0.507)  -0.529
C (4.202, -1.791, 2.136)  -0.711
C (3.772, -2.928, 1.227)  0.223
C (2.619, -3.695, 1.913)  -1.102
O (3.319, -2.329, 0.060)  -0.613
H (4.799, -2.097, 2.995)  0.368
H (3.296, -1.292, 2.479)  -0.076
H (4.751, -1.097, 1.499)  0.345
H (4.469, -3.687, 0.873)  0.348
H (2.840, -3.931, 2.954)  0.318
H (2.422, -4.615, 1.363)  0.336
H (1.679, -3.145, 1.867)  0.211
H (2.509, -1.873, 0.302)  0.542
C (-3.420, -2.849, -1.852)  -1.042
C (-3.103, -3.020, -3.341)  0.672
C (-2.037, -4.029, -3.668)  -1.258
O (-4.250, -3.445, -3.991)  -0.596
H (-4.342, -2.281, -1.727)  0.339
H (-2.643, -2.345, -1.277)  0.055
H (-3.710, -3.779, -1.365)  0.386
H (-2.788, -2.067, -3.768)  0.054
H (-1.084, -3.707, -3.249)  0.239
H (-1.835, -4.198, -4.726)  0.353
H (-2.163, -4.981, -3.152)  0.400
H (-4.465, -4.328, -3.682)  0.377
C (0.934, -1.159, -3.559)  -0.806
C (1.988, -1.293, -4.741)  0.209
C (1.974, -2.759, -5.377)  -1.249
O (1.562, -0.329, -5.725)  -0.561
H (1.162, -0.242, -3.016)  0.186
H (1.020, -1.958, -2.822)  0.427
H (-0.092, -1.177, -3.925)  0.171
H (2.989, -1.026, -4.403)  0.295
H (2.481, -3.479, -4.733)  0.333
H (2.577, -2.708, -6.283)  0.403
H (0.984, -3.087, -5.695)  0.291
H (2.131, -0.332, -6.498)  0.301
C (-2.578, 1.684, -2.369)  -0.533
O (-1.894, 0.500, -2.747)  0.004
H (-3.279, 1.524, -1.550)  0.336
H (-1.934, 2.504, -2.052)  0.281
H (-3.118, 1.997, -3.262)  0.370
H (-1.465, 0.203, -1.941)  0.518
C (2.414, 4.161, 2.304)  -0.729
O (1.390, 3.881, 1.374)  -0.563
H (1.969, 4.260, 3.294)  0.239
H (3.092, 3.310, 2.371)  0.278
H (2.999, 5.042, 2.041)  0.277
H (1.015, 3.006, 1.498)  0.503
C (-1.283, 5.072, -0.697)  -0.184
O (-1.866, 6.109, 0.079)  -0.543
H (-2.132, 4.594, -1.185)  0.129
H (-0.516, 5.410, -1.394)  0.316
H (-0.864, 4.303, -0.049)  0.001
H (-1.206, 6.329, 0.740)  0.316
C (-0.026, 2.382, 4.973)  -0.234
O (-1.082, 3.222, 5.413)  -0.516
H (0.990, 2.774, 5.013)  0.310
H (-0.057, 1.533, 5.656)  0.344
H (-0.164, 1.942, 3.985)  -0.202
H (-0.723, 3.706, 6.160)  0.284
C (-3.438, 2.686, 2.288)  -0.331
O (-4.489, 3.234, 3.011)  -0.573
H (-2.516, 3.208, 2.543)  0.213
H (-3.196, 1.651, 2.529)  0.232
H (-3.528, 2.723, 1.203)  0.108
H (-4.401, 3.029, 3.944)  0.313
C (1.279, -1.322, 4.543)  -0.572
O (1.793, -0.068, 4.121)  -0.532
H (0.387, -1.506, 3.944)  0.209
H (2.006, -2.128, 4.444)  0.214
H (0.922, -1.255, 5.571)  0.322
H (1.265, 0.272, 3.395)  0.230



[2]
Below is a cluster of 2 separate species, C2H8N2OSi in total, with properties calculated with wB97M-V/def2-TZVPD.

Properties
- Total charge: 0
- Frontier orbital gap: 8.93 eV
- E_tot: -555.2064 a.u.
- 2S+1: 1
- Highest occupied orbital energy: -8.49 eV
- SMILES string: [H]/N=[Si](\N)C=C.O

Each line ends with the Mulliken charge.
Cartesian coordinates (Å):
H (-1.919, -1.553, 0.122)  0.249
N (-0.909, -1.588, -0.163)  -0.618
Si (0.146, -0.360, -0.060)  0.414
N (-0.203, 1.273, 0.078)  -0.386
C (2.005, -0.541, 0.264)  -0.272
C (3.065, 0.087, -0.238)  -0.582
H (0.596, 1.874, 0.086)  0.220
H (-1.093, 1.712, -0.063)  0.219
H (2.328, -1.461, 0.687)  0.316
H (4.101, -0.150, -0.418)  0.261
H (2.973, 1.066, -0.650)  0.199
O (-3.457, 0.012, -0.151)  -0.637
H (-4.340, -0.488, -0.243)  0.292
H (-3.292, 0.117, 0.749)  0.325



[3]
Below is the ion C4H8NOS with charge +1, with properties calculated with wB97M-V/def2-TZVPD.

Properties
- Total charge: +1
- Frontier orbital gap (alpha / beta): 6.39 / 6.30 eV
- E_tot: -684.9384 a.u.
- 2S+1: 1
- Highest occupied orbital energy (alpha / beta): -14.48 / -14.57 eV
- SMILES string: CCC(=S)[N+](C)=O

Each line ends with the Mulliken charge.
Cartesian coordinates (Å):
C (-1.055, 1.303, 0.600)  -1.016
C (-0.229, 1.124, -0.729)  -0.573
C (0.958, 0.324, -0.089)  0.098
S (2.406, 1.156, 0.284)  0.106
N (0.906, -0.964, 0.279)  0.640
C (-0.036, -1.879, -0.208)  -0.873
O (1.842, -1.333, 0.974)  -0.343
H (-1.277, 0.324, 1.033)  0.360
H (-0.400, 1.885, 1.150)  0.400
H (-1.824, 1.961, 0.337)  0.371
H (0.166, 2.104, -0.891)  0.386
H (-0.650, 0.710, -1.683)  0.316
H (-1.029, -1.595, -0.436)  0.385
H (-0.144, -2.803, 0.465)  0.340
H (0.367, -2.317, -1.085)  0.404



[4]
Below is a structure of composition C7H12BrINNaO5P, with properties calculated with wB97M-V/def2-TZVPD.

Properties
- Total charge: +1
- Frontier orbital gap: 7.87 eV
- E_tot: -4080.0956 a.u.
- 2S+1: 1
- Highest occupied orbital energy: -12.46 eV

Each line ends with the Mulliken charge.
Cartesian coordinates (Å):
O (-2.539, -1.121, -0.206)  -0.421
C (-2.706, -0.030, -0.618)  0.102
I (-4.594, 0.973, -0.273)  0.021
C (-1.707, 0.809, -1.398)  -0.691
N (-0.405, 0.948, -0.694)  0.582
C (0.645, -0.015, -1.140)  -1.009
C (0.372, -1.444, -0.664)  -0.542
C (1.668, -2.251, -0.465)  -0.720
C (1.584, -3.148, 0.763)  -0.594
O (1.860, -2.450, 1.969)  -0.518
C (0.047, 2.243, -0.897)  0.285
O (0.994, 2.629, -1.476)  -0.447
O (-0.820, 3.176, -0.247)  -0.222
P (-0.619, 3.525, 1.293)  0.293
O (0.915, 3.134, 1.608)  -0.386
Br (-1.653, 1.742, 2.349)  -0.183
H (-1.575, 0.401, -2.402)  0.332
H (-2.156, 1.789, -1.514)  0.582
H (1.575, 0.308, -0.680)  0.520
H (0.734, 0.024, -2.224)  0.338
H (-0.294, -1.957, -1.350)  0.328
H (-0.129, -1.359, 0.299)  0.407
H (1.845, -2.882, -1.335)  0.432
H (2.527, -1.585, -0.384)  0.365
H (2.259, -3.993, 0.678)  0.397
H (0.565, -3.546, 0.812)  0.287
H (1.426, -1.592, 1.920)  0.294
H (1.043, 2.269, 2.023)  0.369
Na (-0.862, 3.404, 4.252)  0.799



[5]
Below is a structure of composition C28H31CeCl3NOP, with properties calculated with wB97M-V/def2-TZVPD.

Properties
- Total charge: -2
- Frontier orbital gap (alpha / beta): 2.43 / 2.50 eV
- E_tot: -3412.6394 a.u.
- 2S+1: 1
- Highest occupied orbital energy (alpha / beta): 1.56 / 1.48 eV

Each line ends with the Mulliken charge.
Cartesian coordinates (Å):
C (-4.344, 0.482, -2.226)  0.684
C (-3.954, 1.841, -2.285)  0.517
C (-4.032, 2.385, -0.976)  0.624
C (-3.650, 2.608, -3.508)  -1.659
C (-4.568, 1.396, -0.121)  0.156
C (-4.697, 0.165, -0.868)  1.083
C (-5.143, -1.077, -0.293)  -1.350
C (-4.444, -0.416, -3.388)  -1.755
C (-3.671, 3.767, -0.602)  -1.688
C (-4.857, 1.591, 1.318)  -1.410
Ce (-0.946, -0.318, -0.240)  0.901
Cl (-0.371, 1.405, -2.066)  -0.536
Cl (-1.330, -2.510, -1.562)  -0.618
Cl (-1.402, 0.971, 1.881)  -0.548
H (-3.198, 1.971, -4.263)  0.370
H (-2.871, 3.348, -3.339)  0.357
H (-4.551, 3.088, -3.904)  0.286
H (-2.723, 4.044, -1.075)  0.328
H (-3.410, 3.834, 0.461)  0.377
H (-4.439, 4.497, -0.915)  0.236
H (-4.013, 2.083, 1.819)  0.276
H (-5.080, 0.613, 1.779)  0.309
H (-5.738, 2.234, 1.465)  0.272
H (-5.208, -0.927, 0.794)  -0.029
H (-4.356, -2.141, -0.321)  0.367
H (-6.059, -1.479, -0.728)  0.244
H (-3.517, -0.376, -3.969)  0.334
H (-5.293, -0.149, -4.048)  0.249
H (-4.478, -1.452, -3.042)  0.419
O (-3.891, -2.736, 0.524)  -0.714
H (-3.335, -3.273, -0.069)  0.166
N (0.981, -0.696, 0.337)  -0.602
P (2.516, -0.790, 0.774)  1.549
C (3.541, -1.470, -0.592)  -0.003
C (2.801, -2.118, -1.604)  -0.415
C (3.399, -2.435, -2.834)  -0.570
C (4.767, -2.167, -3.046)  -0.427
C (5.507, -1.592, -2.011)  -0.543
C (4.920, -1.231, -0.795)  -0.200
C (3.156, 0.864, 1.111)  0.183
C (3.755, 1.253, 2.321)  -0.123
C (4.000, 2.615, 2.580)  -0.539
C (3.706, 3.603, 1.612)  -0.402
C (3.196, 3.200, 0.360)  -0.640
C (2.944, 1.844, 0.104)  -0.335
C (2.675, -1.886, 2.204)  0.242
C (3.598, -2.941, 2.307)  -0.359
C (3.624, -3.713, 3.478)  -0.526
C (2.811, -3.398, 4.573)  -0.433
C (1.953, -2.297, 4.484)  -0.626
C (1.905, -1.512, 3.324)  -0.533
H (1.714, -2.275, -1.433)  0.143
H (2.769, -2.940, -3.575)  0.392
H (5.191, -2.535, -3.974)  0.351
H (6.575, -1.465, -2.168)  0.352
H (5.484, -0.749, 0.004)  0.393
H (4.071, 0.525, 3.073)  0.352
H (4.483, 2.927, 3.516)  0.338
H (3.969, 4.663, 1.785)  0.315
H (3.008, 3.968, -0.418)  0.341
H (2.466, 1.584, -0.843)  0.242
H (4.309, -3.128, 1.501)  0.337
H (4.305, -4.558, 3.547)  0.356
H (2.862, -3.976, 5.505)  0.331
H (1.325, -2.028, 5.320)  0.396
H (1.284, -0.612, 3.243)  0.415